[1]
A cluster of 4 separate species, C19H49N3O7 in total at a distorted geometry. Source: the Open Molecules 2025 dataset; level of theory: ωB97M-V/def2-TZVPD.

Geometry (Å):
O 7.39 -21.62 -3.58
O 1.36 -26.37 -0.01
O 10.08 -23.41 -0.59
O 5.47 -21.97 3.37
O 12.47 -20.66 8.73
O 15.95 -18.20 7.99
O 4.84 -28.16 -1.01
N 7.90 -21.50 -0.64
N 2.25 -27.47 -2.37
N 14.22 -18.81 10.02
C 15.57 -18.40 10.39
C 1.46 -25.52 1.18
C 1.12 -25.59 -1.14
C 10.14 -22.23 0.32
C 10.67 -24.52 0.07
C 13.76 -20.03 10.65
C 6.02 -28.76 -0.62
C 6.51 -21.13 -2.55
C 4.77 -27.71 -2.35
C 16.28 -17.43 6.82
C 5.64 -23.24 3.96
C 3.52 -26.81 -2.61
C 7.31 -20.43 -1.46
C 12.35 -20.38 10.12
C 16.03 -17.53 9.18
C 6.74 -21.97 -4.75
C 9.30 -21.11 -0.38
C 1.09 -26.57 -2.37
C 11.28 -21.24 8.20
H 0.97 -25.99 -3.29
H 2.31 -27.85 -1.43
H 17.32 -17.11 6.83
H 6.14 -29.69 -1.17
H 10.45 -20.57 8.44
H 10.66 -25.39 -0.58
H 8.01 -19.73 -1.92
H 0.54 -24.95 1.24
H 2.35 -24.92 1.00
H 6.02 -21.23 -5.10
H 0.20 -27.19 -2.26
H 15.68 -16.52 6.77
H 13.72 -19.98 11.74
H 11.10 -21.79 0.57
H 14.47 -20.83 10.42
H 0.19 -25.04 -1.05
H 9.78 -20.87 -1.32
H 5.75 -20.47 -2.97
H 5.62 -27.12 -2.67
H 6.88 -28.11 -0.81
H 9.29 -20.21 0.25
H 16.26 -19.25 10.48
H 9.59 -22.37 1.25
H 6.62 -23.25 4.43
H 6.00 -28.85 0.46
H 15.54 -17.80 11.30
H 7.36 -22.31 -5.58
H 5.55 -24.06 3.24
H 11.66 -24.22 0.41
H 4.82 -28.59 -2.99
H 10.02 -24.86 0.88
H 15.48 -16.59 9.29
H 1.91 -24.86 -1.27
H 4.90 -23.43 4.74
H 17.09 -17.24 9.23
H 7.90 -22.35 -1.18
H 11.33 -21.32 7.11
H 1.72 -26.12 2.05
H 3.69 -26.39 -3.60
H 6.03 -22.01 -2.13
H 14.04 -18.81 9.02
H 6.16 -21.84 2.73
H 11.08 -22.26 8.49
H 16.15 -18.10 5.96
H 3.61 -26.00 -1.89
H 6.22 -22.91 -4.59
H 6.57 -19.87 -0.89
H 12.10 -21.29 10.67
H 11.65 -19.58 10.35

Output
Highest occupied orbital energy   -8.37 eV
Multiplicity   1
Structure (SMILES)   COCCNCCOC.COCCNCCOC.COCCNCCOC.CO
Frontier orbital gap   8.76 eV
LUMO energy   0.4 eV

=====

[2]
A structure of composition C22H49N2OP3PdS at a distorted geometry. Source: the Open Molecules 2025 dataset; level of theory: ωB97M-V/def2-TZVPD.

Geometry (Å):
Pd 1.90 0.73 -2.01
S -0.95 0.82 2.47
P 2.33 2.71 -1.04
P -2.37 -2.22 -0.82
P 2.84 -0.63 -0.33
O -3.20 0.03 -2.37
N -0.12 0.61 5.04
N -2.32 0.05 4.68
C 1.99 1.35 -3.95
C 3.83 -2.11 -0.67
C 0.02 -0.44 6.06
C -3.37 -0.32 3.75
C -0.71 -1.12 -4.71
C 1.58 -1.27 0.83
C -0.67 -2.41 -1.37
C -2.68 -0.27 -3.53
C -3.41 -3.35 -1.74
C 0.64 1.88 -4.04
C -2.80 0.75 5.87
C -1.56 -1.72 -5.67
C -2.44 -2.49 0.94
C 1.05 3.79 -1.73
C 1.15 1.25 4.72
C 2.00 2.94 0.73
C -3.49 -0.69 -4.62
C -2.94 -1.48 -5.62
C -1.27 -0.32 -3.74
C 3.96 0.21 0.84
C -1.12 0.46 4.12
C 3.91 3.46 -1.39
H -1.13 -2.37 -6.42
H 2.86 3.40 1.23
H -3.47 0.08 6.42
H 3.37 0.72 1.61
H -1.97 1.05 6.52
H -0.15 -1.42 -1.32
H 1.12 3.60 0.83
H 4.60 -0.54 1.32
H 0.81 4.59 -1.00
H -3.36 1.65 5.58
H -3.50 -2.65 1.22
H -0.05 1.38 -4.71
H -4.31 -0.40 4.29
H -3.60 -1.91 -6.36
H 1.46 4.22 -2.65
H 4.14 4.24 -0.65
H -4.23 -2.74 -2.13
H 4.59 0.93 0.32
H 1.55 1.58 5.69
H -3.46 0.46 2.99
H -0.66 -2.74 -2.43
H 1.88 0.57 4.24
H -4.54 -0.50 -4.56
H -3.79 -4.12 -1.07
H 0.37 -1.27 -4.77
H 4.71 2.71 -1.36
H -1.85 -3.39 1.18
H -0.65 0.23 -3.05
H 2.13 0.38 -4.49
H 3.86 3.89 -2.39
H -0.12 -3.17 -0.79
H 0.27 0.08 6.99
H 4.22 -2.53 0.27
H -0.92 -0.99 6.16
H -3.15 -1.26 3.25
H 1.75 1.96 1.17
H -2.05 -1.62 1.48
H -2.85 -3.77 -2.57
H 3.17 -2.85 -1.17
H 0.61 2.98 -4.11
H 0.62 -0.79 0.60
H 0.17 3.16 -1.93
H 0.98 2.11 4.07
H 0.84 -1.14 5.81
H 1.50 -2.36 0.71
H 2.76 2.14 -4.01
H 1.84 -1.01 1.87
H 4.67 -1.85 -1.33
H -2.90 -0.90 -1.26

Output
Highest occupied orbital energy (spin up / spin down)   -18.82 / -19.47 eV
Multiplicity   5
Net charge   +4
Frontier orbital gap (spin up / spin down)   6.75 / 4.37 eV
LUMO energy (spin up / spin down)   -12.1 / -15.1 eV

=====

[3]
A cluster of 4 separate species, C7H22ClO13P2 in total at a distorted geometry. Source: the Open Molecules 2025 dataset; level of theory: ωB97M-V/def2-TZVPD.

Geometry (Å):
Cl -0.54 -0.02 -2.29
P 9.14 2.58 0.78
P -10.09 -0.74 -0.51
O 0.64 -0.40 -1.62
O -9.65 -2.16 0.10
O 8.69 1.32 1.70
O 10.75 2.51 0.68
O -8.67 -0.11 -0.99
O -11.18 -0.85 -1.52
O 8.87 3.86 1.69
O 8.45 2.49 -0.53
O -0.62 1.41 -2.06
O 0.65 -5.91 -0.93
O -1.66 -0.66 -1.68
O -0.41 -0.27 -3.67
O -10.37 -0.10 1.00
C -11.60 -0.02 1.64
C 9.26 5.13 1.26
C 11.39 1.38 0.16
C -8.52 1.24 -0.88
C 7.39 1.05 1.98
C 1.60 -6.20 -2.01
C -8.35 -2.18 0.75
H 2.54 -5.64 -1.98
H 9.43 5.30 0.20
H 1.28 -5.86 -2.99
H -11.95 -1.03 1.88
H 1.77 -7.25 -2.26
H 12.25 0.88 0.61
H 10.64 0.59 0.15
H -8.44 -2.54 1.77
H -9.19 1.70 -0.14
H 8.48 5.70 1.76
H 6.71 1.88 1.82
H -7.84 -1.22 0.66
H 7.26 0.85 3.04
H 10.23 5.37 1.69
H 0.41 -4.98 -1.02
H 11.76 1.48 -0.86
H 7.14 0.11 1.48
H -11.55 0.74 2.41
H -12.36 0.18 0.87
H -7.67 -2.81 0.18
H -7.55 1.46 -0.45
H -8.49 1.75 -1.85

Output
Highest occupied orbital energy   -5.30 eV
Multiplicity   1
Net charge   -1
Frontier orbital gap   7.37 eV
LUMO energy   2.1 eV

=====

In the order shown, the computed ΔE to the lowest compared entry with this formula, charge and spin values come out to 38.9; 45.9; 67.8 kcal per mole.